[1]
{
  "formula": "C58H94N3O7S2ScSi",
  "method": "ωB97M-V with the def2-TZVPD basis set",
  "multiplicity": 2,
  "total_energy_ha": -4804.3604,
  "charge": -1,
  "s_squared": 0.79,
  "homo_ev": [-3.70, -4.04],
  "elements": ["Sc", "C", "N", "C", "C", "C", "N", "C", "C", "C", "C", "C", "C", "C", "O", "C", "C", "C", "C", "C", "C", "C", "C", "C", "C", "C", "C", "C", "C", "C", "O", "C", "C", "C", "C", "C", "C", "C", "C", "H", "H", "H", "H", "H", "H", "H", "H", "H", "H", "H", "H", "H", "H", "H", "H", "H", "H", "H", "H", "H", "H", "H", "H", "H", "H", "H", "H", "H", "H", "H", "H", "H", "H", "H", "H", "H", "H", "H", "H", "H", "H", "H", "H", "H", "H", "H", "H", "H", "H", "H", "H", "H", "H", "C", "S", "O", "C", "C", "C", "C", "C", "C", "H", "H", "H", "H", "H", "H", "H", "H", "O", "N", "C", "C", "C", "C", "C", "H", "H", "H", "H", "H", "C", "C", "C", "C", "O", "Si", "S", "O", "C", "C", "C", "C", "O", "C", "C", "C", "C", "H", "H", "H", "H", "H", "H", "H", "H", "H", "H", "H", "H", "H", "H", "H", "H", "H", "H", "H", "H", "H", "H", "H", "H", "H", "H", "H"],
  "positions_angstrom": [[0.1238, 0.3688, -1.8608], [-0.4215, 1.3799, -5.1260], [-0.1642, 0.0811, -4.5104], [1.1087, -0.4346, -5.0048], [-1.2515, -0.8425, -4.8539], [-1.6014, -1.7928, -3.7045], [-1.7980, -1.0745, -2.4454], [-1.8229, -2.0282, -1.3350], [-0.5805, -2.8610, -1.0988], [-0.7745, -4.0092, -0.3569], [0.2690, -4.8642, -0.0405], [1.5051, -4.5792, -0.6066], [1.7566, -3.4563, -1.3784], [0.7111, -2.5040, -1.5631], [0.8939, -1.3659, -2.1856], [3.0789, -3.3761, -2.1512], [4.1908, -4.2495, -1.5469], [2.7648, -3.9152, -3.5583], [3.6693, -1.9628, -2.2709], [0.0168, -6.1111, 0.7912], [-0.7001, -7.1389, -0.0959], [-0.8707, -5.7892, 2.0014], [1.3114, -6.7335, 1.3244], [-3.0937, -0.3793, -2.4680], [-3.2799, 0.6722, -1.4047], [-4.4376, 0.6951, -0.6469], [-4.7226, 1.7517, 0.2049], [-3.7934, 2.7894, 0.2559], [-2.6249, 2.8132, -0.4801], [-2.3250, 1.7142, -1.3306], [-1.2571, 1.6620, -2.0855], [-1.6842, 4.0100, -0.4572], [-1.6028, 4.5929, -1.8774], [-2.1418, 5.1275, 0.4875], [-0.2949, 3.5597, 0.0041], [-6.0274, 1.8824, 0.9778], [-6.7732, 3.1227, 0.4574], [-6.9427, 0.6697, 0.7926], [-5.7702, 2.0528, 2.4808], [-0.5393, 1.2858, -6.2192], [0.3975, 2.0666, -4.9203], [-1.3244, 1.8144, -4.6999], [1.1188, -0.4976, -6.1080], [1.2866, -1.4237, -4.5908], [1.9154, 0.2213, -4.6803], [-0.9965, -1.4450, -5.7410], [-2.1362, -0.2569, -5.1137], [-0.7874, -2.5052, -3.5595], [-2.5115, -2.3648, -3.9717], [-2.6712, -2.7282, -1.4879], [-2.0284, -1.4474, -0.4291], [-1.7806, -4.2197, -0.0217], [2.3084, -5.2737, -0.4490], [4.0051, -5.3131, -1.6796], [4.3095, -4.0374, -0.4863], [5.1320, -4.0193, -2.0458], [2.3730, -4.9299, -3.4926], [3.6585, -3.9244, -4.1829], [2.0158, -3.2859, -4.0324], [4.1750, -1.6842, -1.3489], [2.8966, -1.2315, -2.4850], [4.4000, -1.9218, -3.0773], [-1.6525, -6.7422, -0.4386], [-0.8823, -8.0621, 0.4532], [-0.0945, -7.3656, -0.9711], [-1.8618, -5.4697, 1.6952], [-0.4235, -4.9956, 2.5950], [-0.9824, -6.6749, 2.6278], [1.9119, -7.1555, 0.5222], [1.0683, -7.5377, 2.0194], [1.9023, -5.9887, 1.8526], [-3.9116, -1.1215, -2.4053], [-3.1815, 0.1322, -3.4313], [-5.1246, -0.1314, -0.7503], [-4.0065, 3.6211, 0.9061], [-2.5937, 4.9017, -2.2131], [-1.2191, 3.8428, -2.5643], [-0.9375, 5.4556, -1.8960], [-3.1280, 5.4985, 0.2175], [-1.4357, 5.9553, 0.4201], [-2.1584, 4.7784, 1.5175], [0.1098, 2.8273, -0.6955], [-0.3600, 3.0902, 0.9839], [0.3775, 4.4177, 0.0542], [-6.9180, 3.0466, -0.6181], [-6.2046, 4.0256, 0.6613], [-7.7486, 3.2159, 0.9358], [-7.2141, 0.5437, -0.2524], [-7.8597, 0.8083, 1.3649], [-6.4592, -0.2388, 1.1418], [-5.0783, 2.8682, 2.6729], [-5.3401, 1.1455, 2.8952], [-6.7075, 2.2638, 2.9996], [2.4538, 5.7051, -2.9940], [1.7541, 3.9673, -3.2084], [1.2312, 3.9862, -4.5867], [3.3344, 3.1306, -3.3060], [4.2065, 3.1725, -2.1160], [5.3547, 2.2427, -2.2463], [5.5703, 1.4865, -3.3491], [4.7185, 1.5434, -4.4680], [3.5830, 2.3411, -4.3929], [3.2144, 5.8870, -3.7425], [2.8547, 5.8097, -1.9950], [1.6190, 6.3805, -3.1401], [4.5579, 4.1982, -1.9068], [6.0213, 2.1819, -1.3968], [6.4295, 0.8298, -3.3743], [4.9371, 0.9666, -5.3538], [2.8841, 2.3843, -5.2184], [1.7640, 1.4965, -1.8110], [2.7123, 1.5986, -0.8569], [3.3362, 2.8799, -0.7657], [4.2072, 3.0122, 0.4258], [4.6125, 1.9344, 1.1241], [4.0969, 0.6545, 0.8066], [3.1245, 0.5483, -0.1518], [2.5550, 3.6493, -0.7933], [4.5477, 4.0099, 0.6566], [5.2962, 2.0351, 1.9555], [4.4062, -0.2111, 1.3647], [2.5964, -0.3753, -0.3395], [-0.0921, 3.9279, 4.0204], [0.6627, 2.5978, 3.8984], [0.9310, 2.0252, 5.2910], [1.9870, 2.8184, 3.1691], [-0.1576, 1.7270, 3.1567], [0.0384, 0.1636, 2.7146], [-0.1077, -0.0668, 0.6622], [1.4521, -0.3510, 3.3731], [1.8573, -1.6602, 3.7119], [3.3843, -1.6303, 3.8660], [1.4382, -2.6577, 2.6343], [1.2219, -2.0553, 5.0524], [-1.0530, -0.7727, 3.5051], [-2.4543, -0.8543, 3.5454], [-2.9565, 0.0747, 4.6563], [-3.0800, -0.4721, 2.2098], [-2.7997, -2.3196, 3.8554], [0.5104, 4.6482, 4.5696], [-1.0335, 3.7795, 4.5439], [-0.3048, 4.3239, 3.0327], [1.4976, 2.7370, 5.8875], [1.4956, 1.1045, 5.1856], [-0.0090, 1.7995, 5.7855], [2.6357, 3.4779, 3.7446], [1.8085, 3.2576, 2.1919], [2.4745, 1.8600, 3.0223], [3.8572, -1.5276, 2.8942], [3.7357, -2.5462, 4.3382], [3.6706, -0.7764, 4.4763], [1.8337, -2.3641, 1.6662], [0.3561, -2.6537, 2.5538], [1.7877, -3.6602, 2.8773], [1.5840, -1.4096, 5.8495], [1.4589, -3.0889, 5.2951], [0.1473, -1.9356, 4.9691], [-2.6546, 1.0907, 4.4170], [-2.5061, -0.2087, 5.6065], [-4.0391, 0.0298, 4.7453], [-2.8589, 0.5629, 1.9698], [-4.1561, -0.6198, 2.2284], [-2.6463, -1.0939, 1.4318], [-2.3783, -2.6245, 4.8095], [-2.3808, -2.9543, 3.0784], [-3.8793, -2.4580, 3.8817]]
}

[2]
{
  "formula": "C59H132N8O9",
  "method": "ωB97M-V with the def2-TZVPD basis set",
  "smiles": "CC1(C)CCCC(C)(C)N1O.CC1(C)CCCC(C)(C)N1O.CC1(C)CCCC(C)(C)N1O.CC1(C)CCCC(C)(C)N1O.CC1(C)CCCC(C)(C)N1O.COC[C@H](C)N.COC[C@H](C)N.COCCNCCOC",
  "total_energy_ha": -3441.7213,
  "charge": 0,
  "homo_ev": -7.79,
  "elements": ["C", "C", "C", "C", "C", "C", "C", "C", "C", "N", "O", "H", "H", "H", "H", "H", "H", "H", "H", "H", "H", "H", "H", "H", "H", "H", "H", "H", "H", "H", "C", "C", "C", "C", "C", "C", "C", "C", "C", "N", "O", "H", "H", "H", "H", "H", "H", "H", "H", "H", "H", "H", "H", "H", "H", "H", "H", "H", "H", "H", "C", "C", "C", "C", "C", "C", "C", "C", "C", "N", "O", "H", "H", "H", "H", "H", "H", "H", "H", "H", "H", "H", "H", "H", "H", "H", "H", "H", "H", "H", "C", "C", "C", "C", "C", "C", "C", "C", "C", "N", "O", "H", "H", "H", "H", "H", "H", "H", "H", "H", "H", "H", "H", "H", "H", "H", "H", "H", "H", "H", "C", "C", "C", "C", "C", "C", "C", "C", "C", "N", "O", "H", "H", "H", "H", "H", "H", "H", "H", "H", "H", "H", "H", "H", "H", "H", "H", "H", "H", "H", "C", "O", "C", "C", "C", "N", "H", "H", "H", "H", "H", "H", "H", "H", "H", "H", "H", "C", "O", "C", "C", "C", "N", "H", "H", "H", "H", "H", "H", "H", "H", "H", "H", "H", "C", "O", "C", "C", "N", "C", "C", "O", "C", "H", "H", "H", "H", "H", "H", "H", "H", "H", "H", "H", "H", "H", "H", "H"],
  "positions_angstrom": [[0.7205, -6.0579, 7.4566], [0.1928, -5.7118, 6.0659], [-1.1793, -4.9635, 6.1016], [1.3491, -4.8891, 5.3581], [1.3882, -4.9152, 3.7963], [1.1155, -6.3027, 3.2497], [-0.1831, -6.9910, 3.8378], [-1.4572, -6.2591, 3.2947], [-0.1764, -8.5012, 3.3186], [-0.0132, -7.0208, 5.3333], [-0.9292, -7.8205, 5.9829], [-0.1127, -6.5525, 7.9559], [1.6136, -6.6815, 7.4166], [1.0687, -5.1442, 7.9383], [-2.1363, -5.4841, 6.1365], [-1.1108, -4.2505, 6.9232], [-1.2634, -4.3191, 5.2265], [1.1784, -3.8789, 5.7303], [2.3014, -5.2490, 5.7477], [0.7045, -4.0789, 3.6505], [2.2984, -4.3574, 3.5762], [2.0369, -6.8846, 3.2734], [0.9321, -6.1811, 2.1821], [-2.2955, -6.6955, 3.8377], [-1.5602, -6.4060, 2.2196], [-1.3111, -5.1826, 3.3833], [-0.1621, -8.5014, 2.2286], [-1.1986, -8.8148, 3.5301], [0.6539, -9.1564, 3.5821], [-0.3054, -8.4517, 6.3490], [7.8851, 2.8331, -3.2561], [7.9812, 1.3570, -2.8784], [7.8029, 1.3150, -1.4037], [6.7548, 0.8144, -3.6030], [6.8257, -0.7147, -3.7261], [8.1375, -1.2416, -4.2095], [9.3816, -0.6918, -3.5171], [9.5799, -1.4470, -2.2196], [10.5364, -0.9193, -4.4598], [9.2168, 0.8003, -3.3647], [10.3634, 1.4275, -2.8842], [7.0041, 3.3864, -2.9310], [8.7263, 3.3166, -2.7595], [8.0431, 3.0393, -4.3147], [8.5676, 1.7266, -0.7450], [6.7934, 1.4877, -1.0304], [7.9371, 0.3011, -1.0267], [5.8291, 1.0748, -3.0899], [6.6558, 1.2062, -4.6154], [6.5242, -1.1998, -2.7977], [6.0191, -0.9346, -4.4255], [8.2126, -1.4677, -5.2732], [8.1775, -2.3074, -3.9848], [8.5573, -1.6102, -1.8793], [9.9504, -0.7632, -1.4558], [10.0245, -2.4419, -2.1941], [11.5404, -0.7152, -4.0877], [10.2873, -0.3610, -5.3622], [10.5422, -1.8945, -4.9467], [10.7040, 1.6467, -3.7546], [-8.8659, -8.0245, -2.5052], [-8.9994, -6.7027, -3.2865], [-10.4332, -6.0569, -3.4178], [-8.1595, -5.6862, -2.5003], [-6.6016, -5.7303, -2.6581], [-6.2003, -5.7012, -4.1226], [-7.0428, -6.7198, -5.0253], [-6.9335, -6.1789, -6.4704], [-6.3023, -8.1023, -4.9648], [-8.4693, -6.7326, -4.6937], [-9.1497, -7.7402, -5.5587], [-8.0570, -8.7236, -2.7174], [-8.8516, -7.8046, -1.4377], [-9.8809, -8.4202, -2.5412], [-11.2762, -6.7455, -3.3617], [-10.5016, -5.3525, -2.5888], [-10.4057, -5.3432, -4.2413], [-8.4118, -4.6923, -2.8700], [-8.4760, -5.3436, -1.5151], [-6.1162, -4.8596, -2.2171], [-6.1344, -6.6064, -2.2083], [-5.1810, -6.0335, -4.3196], [-6.2069, -4.6533, -4.4225], [-5.8975, -6.2173, -6.8071], [-7.1475, -5.1267, -6.6579], [-7.4154, -6.8105, -7.2167], [-6.1055, -8.4459, -3.9493], [-5.2786, -8.0190, -5.3296], [-6.6275, -8.8751, -5.6614], [-10.0037, -7.3107, -5.6468], [-4.4725, 7.0146, 7.2110], [-4.0752, 7.6346, 5.8201], [-4.9391, 8.8237, 5.4309], [-2.6369, 8.0980, 6.2883], [-1.7008, 8.4801, 5.0359], [-1.7738, 7.2643, 4.0932], [-3.0939, 6.5858, 3.7347], [-3.6469, 7.4435, 2.5268], [-2.7985, 5.1187, 3.3063], [-3.9601, 6.5420, 4.9123], [-5.1400, 5.9246, 4.7131], [-4.3352, 7.6694, 8.0715], [-5.4979, 6.6777, 7.3634], [-3.8626, 6.1323, 7.4048], [-5.4257, 9.1543, 6.3485], [-4.3054, 9.5640, 4.9427], [-5.7581, 8.5159, 4.7807], [-2.5602, 9.0503, 6.8130], [-1.9099, 7.4248, 6.7425], [-2.1683, 9.3885, 4.6559], [-0.6832, 8.7331, 5.3336], [-1.0205, 6.5321, 4.3840], [-1.3658, 7.6755, 3.1699], [-4.6898, 7.1967, 2.3275], [-3.0706, 7.4034, 1.6025], [-3.6577, 8.5232, 2.6758], [-2.2830, 5.1337, 2.3460], [-3.6552, 4.5742, 2.9091], [-2.2517, 4.4978, 4.0159], [-5.0815, 5.0369, 5.0739], [0.3132, 9.5907, -5.6629], [0.4324, 7.9703, -5.6835], [-0.6066, 7.4261, -6.5341], [1.9311, 7.6796, -6.1983], [2.4312, 6.2761, -5.9649], [2.3743, 6.0360, -4.4172], [0.9649, 6.2922, -3.7199], [0.0081, 5.1161, -4.1090], [1.1940, 6.4319, -2.0714], [0.3253, 7.5278, -4.2834], [-0.8977, 7.8495, -3.7341], [0.4822, 10.1729, -6.5687], [-0.6619, 9.8994, -5.2863], [1.0402, 10.0724, -5.0090], [-1.3256, 6.8204, -5.9824], [-1.1754, 8.2782, -6.9063], [-0.2247, 6.9162, -7.4186], [1.7697, 7.7952, -7.2701], [2.7622, 8.3781, -6.1013], [1.7228, 5.5507, -6.3652], [3.4374, 6.2378, -6.3821], [2.9855, 6.7844, -3.9128], [2.7869, 5.0342, -4.2974], [-0.2173, 4.8533, -5.1425], [-0.9543, 5.1576, -3.5990], [0.4295, 4.1947, -3.7069], [0.1874, 6.4931, -1.6578], [1.9796, 7.1490, -1.8333], [1.5816, 5.4962, -1.6685], [-0.5839, 8.2973, -2.9450], [0.7278, -0.0883, -0.1405], [-0.6255, -0.2734, 0.2008], [-1.6363, 0.5252, -0.3290], [-3.0014, -0.1496, -0.3811], [-4.1179, 0.7247, -0.8422], [-3.3114, -0.5706, 0.9680], [1.2666, -0.6137, 0.6480], [1.0663, 0.9271, 0.0656], [1.1011, -0.4501, -1.0986], [-1.6785, 1.4992, 0.1585], [-1.4571, 0.6887, -1.3916], [-2.8564, -0.9987, -1.0490], [-4.3559, 1.4955, -0.1093], [-5.0556, 0.1885, -0.9878], [-3.9481, 1.2070, -1.8049], [-3.1761, 0.1646, 1.6472], [-2.5618, -1.1739, 1.2750], [0.4040, -6.5061, -4.0164], [1.7160, -6.0447, -3.6462], [2.6726, -5.8516, -4.7960], [2.4333, -4.6323, -5.8008], [3.5270, -4.5349, -6.8933], [2.2452, -3.2994, -5.1463], [0.3208, -7.5553, -4.3000], [-0.1528, -5.9772, -4.7899], [-0.2487, -6.5921, -3.1477], [3.6402, -5.7554, -4.3033], [2.7538, -6.6930, -5.4841], [1.4594, -4.7655, -6.2720], [3.5177, -3.7182, -7.6151], [3.6922, -5.4748, -7.4199], [4.4712, -4.4627, -6.3536], [1.5811, -3.4759, -4.4061], [3.0099, -3.1515, -4.5032], [0.7885, 0.1947, 8.8619], [0.5700, 1.6462, 8.9245], [0.0225, 2.3323, 7.8509], [1.1782, 2.8922, 7.0320], [1.3748, 2.0578, 5.8166], [2.5705, 2.4651, 5.1991], [3.7953, 1.6623, 5.7626], [3.4951, 0.3161, 5.7409], [4.5266, -0.3980, 6.4148], [1.3022, -0.2083, 7.9892], [-0.2354, -0.1758, 8.9115], [1.4016, -0.0972, 9.7145], [-0.7651, 3.0370, 8.1177], [-0.6821, 1.6683, 7.3500], [2.0066, 3.0821, 7.7145], [0.9039, 3.8741, 6.6463], [1.6153, 1.0908, 5.9811], [2.7892, 3.5323, 5.1623], [2.5132, 2.2266, 4.1371], [4.1815, 1.9770, 6.7322], [4.5901, 1.9485, 5.0738], [4.3687, -1.4611, 6.2333], [4.5005, -0.3030, 7.5004], [5.5052, -0.1235, 6.0209]]
}

Question: Number 1 is which compound?
Answer: C58H94N3O7S2ScSi

Question: Which value of charge does entry 1 give?
Answer: -1

Question: What is the charge in the first record?
Answer: -1

Question: The highest charge belongs to which entry?
Answer: C59H132N8O9